C50H42Cl3GeInN5O5STe as an isolated structure. Source: the Open Molecules 2025 dataset; level of theory: ωB97M-V/def2-TZVPD.

Positions of all 109 atoms, in Å:
In: 0.26 -1.25 1.24
C: -0.73 -4.15 -2.33
O: -2.07 -4.35 -1.88
C: -2.46 -4.26 -0.58
C: -3.47 -5.12 -0.23
C: -4.10 -5.08 1.02
C: -3.69 -4.15 1.93
C: -2.64 -3.26 1.63
C: -2.41 -2.22 2.61
N: -1.49 -1.33 2.58
N: -1.56 -0.31 3.52
C: -0.80 0.69 3.16
O: -0.07 0.74 2.10
C: -0.77 1.88 4.06
C: -1.71 2.04 5.08
C: -1.66 3.16 5.89
C: -0.67 4.12 5.70
C: 0.26 3.96 4.69
C: 0.21 2.84 3.87
C: -1.97 -3.30 0.37
O: -1.02 -2.47 0.04
H: -0.79 -4.21 -3.42
H: -0.08 -4.95 -1.97
H: -0.33 -3.19 -2.04
H: -3.79 -5.84 -0.98
H: -4.89 -5.78 1.25
H: -4.17 -4.07 2.90
H: -3.14 -2.14 3.41
H: -2.46 1.28 5.22
H: -2.39 3.28 6.69
H: -0.64 4.99 6.34
H: 1.04 4.70 4.55
H: 0.94 2.69 3.09
C: 1.39 3.15 -4.83
C: 1.33 2.26 -3.61
C: 2.47 1.63 -3.11
C: 2.43 0.79 -2.01
C: 3.71 0.25 -1.44
O: 3.97 0.40 -0.27
C: 4.68 -0.40 -2.37
C: 6.00 -0.54 -1.96
C: 6.92 -1.17 -2.77
C: 6.53 -1.69 -4.00
C: 5.21 -1.57 -4.41
C: 4.28 -0.92 -3.60
C: 1.21 0.51 -1.35
O: 1.18 -0.33 -0.36
C: 0.07 1.17 -1.85
C: 0.13 2.02 -2.95
C: -1.24 1.03 -1.15
N: -1.59 1.85 -0.25
C: -0.84 3.02 0.18
C: -1.73 4.20 -0.20
Te: -3.69 3.31 -0.11
C: -3.98 3.00 -2.16
C: -3.45 3.85 -3.12
C: -3.65 3.58 -4.46
C: -4.39 2.47 -4.85
C: -4.94 1.64 -3.89
C: -4.74 1.90 -2.54
C: -2.19 -0.03 -1.54
C: -3.18 -0.44 -0.64
C: -4.09 -1.41 -1.01
C: -4.03 -1.98 -2.28
C: -3.04 -1.58 -3.16
C: -2.11 -0.62 -2.79
H: 2.42 3.40 -5.07
H: 0.85 4.08 -4.66
H: 0.94 2.67 -5.70
H: 3.42 1.81 -3.59
H: 6.28 -0.15 -0.99
H: 7.95 -1.28 -2.45
H: 7.24 -2.20 -4.63
H: 4.89 -1.99 -5.35
H: 3.25 -0.85 -3.91
H: -0.78 2.49 -3.30
H: 0.15 3.07 -0.28
H: -0.72 2.95 1.26
H: -1.58 4.50 -1.23
H: -1.66 5.07 0.46
H: -2.88 4.73 -2.84
H: -3.23 4.24 -5.21
H: -4.54 2.26 -5.90
H: -5.52 0.77 -4.18
H: -5.15 1.22 -1.80
H: -3.18 -0.03 0.37
H: -4.82 -1.77 -0.29
H: -4.72 -2.76 -2.55
H: -2.96 -2.06 -4.13
H: -1.31 -0.34 -3.47
Cl: 2.69 -3.40 -1.46
Ge: 1.93 -3.35 0.62
Cl: 1.01 -5.36 0.80
Cl: 3.82 -3.65 1.73
N: 4.17 0.08 7.16
C: 4.72 -0.24 5.97
S: 6.33 -0.31 5.71
C: 3.72 -0.56 4.91
C: 2.53 -1.21 5.22
C: 1.62 -1.46 4.21
N: 1.84 -1.09 2.95
C: 2.99 -0.49 2.64
C: 3.95 -0.22 3.59
H: 4.79 0.34 7.91
H: 3.19 0.28 7.25
H: 2.31 -1.55 6.23
H: 0.68 -1.96 4.41
H: 3.14 -0.23 1.60
H: 4.88 0.26 3.31

Its HOMO-LUMO gap (alpha / beta) is 6.5 / 4.2 eV. Its spin multiplicity is 2. The value obtained for the LUMO energy (alpha / beta) is -0.6 / -2.9 eV. The energy above the lowest of the compared OMol25 structures with the same formula, charge and spin comes out at 8.3 kcal per mole. The calculation puts the highest occupied orbital energy (alpha / beta) at -7.10 / -7.10 eV. For the energy, the calculation gives -187608.5837 eV. As for the expectation value of S²: 0.757. As for the largest force on an atom: 0.51 eV/A.